101
Properties=species:S:1:pos:R:3:mulliken_charge:R:1 method="wB97M-V/def2-TZVPD" charge=0 smiles="NC(N)=O.NC(N)=O.NC(N)=O.NC(N)=O.CCO.CCO.CCO.CCO.CCO.CCO.CCO.CO" e_homo_ha=-0.305 spin_multiplicity=1 de_lowest_kcal_mol=130.9
N -2.10 -0.07 3.59 -0.411
C -2.88 0.52 2.76 0.249
N -2.66 0.24 1.54 0.464
O -3.74 1.43 3.16 -0.786
H -2.09 0.41 4.48 0.234
H -1.75 -1.04 3.44 0.371
H -3.24 0.66 0.82 0.035
H -1.95 -0.38 1.06 -0.375
N -0.22 -4.46 1.93 -0.308
C -0.58 -3.28 1.48 0.273
N -0.23 -3.01 0.27 0.809
O -1.21 -2.30 2.28 -0.702
H -0.40 -4.55 2.97 0.351
H 0.41 -5.03 1.48 0.173
H -0.52 -2.08 -0.06 -1.092
H -0.15 -3.85 -0.34 0.396
N -1.00 3.87 -0.98 -0.197
C -2.29 4.02 -0.87 0.704
N -2.65 4.83 0.09 -0.351
O -3.18 3.32 -1.59 -0.796
H -0.47 3.34 -1.82 0.062
H -0.26 4.43 -0.45 0.265
H -3.63 4.90 0.34 0.265
H -1.99 5.19 0.77 0.264
N -0.14 1.86 3.36 -0.032
C -0.20 2.81 2.49 0.591
N -1.23 2.76 1.65 0.102
O 0.71 3.82 2.45 -0.855
H 0.62 1.82 4.11 0.520
H -0.76 1.03 3.26 -0.024
H -1.27 3.31 0.79 -0.262
H -1.87 1.97 1.63 -0.104
C 0.57 0.38 0.01 -0.223
C -0.68 0.55 -0.81 1.704
O -1.38 -0.63 -0.65 1.317
H 0.31 0.18 1.08 -0.789
H 1.19 1.27 -0.18 0.356
H 1.21 -0.40 -0.41 -0.153
H -0.46 0.62 -1.89 -0.755
H -1.28 1.50 -0.60 -0.656
H -2.16 -0.56 -1.20 -0.684
C 3.97 1.83 -0.56 -0.348
C 5.40 1.44 -0.25 -0.605
O 5.38 0.40 0.66 -0.492
H 3.87 2.77 -1.11 0.452
H 3.20 1.92 0.21 -0.009
H 3.47 1.08 -1.18 0.100
H 5.94 2.35 0.00 0.355
H 5.92 1.15 -1.20 0.259
H 5.22 -0.44 0.28 0.287
C 2.94 1.34 3.25 -0.243
C 2.92 1.39 4.78 -0.568
O 1.70 1.85 5.24 -0.542
H 2.74 2.35 2.91 0.444
H 2.08 0.84 2.77 -0.395
H 3.84 0.86 2.80 0.336
H 3.70 2.01 5.10 0.398
H 3.05 0.38 5.25 0.217
H 1.84 2.11 6.17 0.331
C -2.14 -0.09 -4.50 -0.736
C -2.84 1.05 -3.70 -0.125
O -3.25 0.55 -2.48 -0.504
H -1.23 0.18 -4.95 0.442
H -2.84 -0.59 -5.22 0.345
H -1.78 -0.82 -3.79 -0.230
H -3.56 1.59 -4.22 0.704
H -2.12 1.85 -3.47 -0.110
H -3.50 1.32 -2.04 0.173
C -4.23 -2.55 -0.53 -1.201
C -3.19 -3.60 -0.74 1.116
O -3.72 -4.69 -1.42 -0.617
H -5.04 -2.84 0.08 0.412
H -4.56 -2.29 -1.53 0.352
H -3.79 -1.72 -0.04 0.081
H -2.96 -3.87 0.23 0.189
H -2.33 -3.16 -1.30 -0.746
H -2.90 -5.16 -1.82 0.365
C -0.44 -3.21 -3.68 -1.237
C 0.68 -2.24 -3.36 0.661
O 1.23 -2.60 -2.07 -0.491
H -0.14 -4.21 -3.87 0.439
H -0.81 -2.85 -4.64 0.457
H -1.18 -3.23 -2.86 0.012
H 0.31 -1.22 -3.45 -0.596
H 1.37 -2.38 -4.16 0.599
H 2.11 -2.21 -1.98 0.220
C 3.32 -2.66 2.56 -1.382
C 2.64 -1.86 1.48 1.349
O 2.43 -2.74 0.46 -0.620
H 2.61 -3.50 2.79 0.271
H 3.32 -2.04 3.44 0.347
H 4.34 -2.97 2.18 0.282
H 3.29 -1.11 1.18 -0.439
H 1.73 -1.41 1.80 -0.107
H 1.45 -2.79 0.29 0.435
C 1.09 2.17 -3.46 -0.472
O 0.18 3.23 -3.39 -0.578
H 1.62 2.11 -4.40 0.496
H 0.58 1.23 -3.48 -0.057
H 1.93 2.33 -2.82 0.272
H 0.72 3.95 -3.70 0.298



113
Properties=species:S:1:pos:R:3:mulliken_charge:R:1 method="wB97M-V/def2-TZVPD" charge=0 e_homo_ha="-0.274 / -0.298" spin_multiplicity=2 s2=0.751
Hf -1.69 14.16 11.78 0.939
S -2.75 11.93 13.63 0.404
O -1.44 12.20 13.07 -0.270
O -3.22 13.19 13.04 0.057
O -3.35 10.81 12.99 0.220
O -2.80 11.87 15.06 -0.178
C -5.39 16.28 14.24 0.561
F -6.30 16.36 13.28 -0.211
F -5.77 17.11 15.15 -0.208
F -5.30 15.01 14.76 -0.067
S -3.65 16.83 13.51 1.090
O -3.87 18.08 12.76 -0.633
O -2.72 16.95 14.62 -0.795
O -3.21 15.70 12.63 -0.953
C -1.31 4.68 19.22 -0.703
O -2.18 5.52 18.51 -0.387
C -2.63 6.78 19.07 -0.485
C -1.61 7.91 18.80 -0.864
N -1.53 8.38 17.39 -0.100
C -0.47 9.31 17.26 -0.737
C -0.21 9.61 15.79 0.245
O 0.39 8.58 14.99 -0.463
C 0.52 8.82 13.62 -0.183
H -0.32 5.12 19.31 0.268
H -1.17 3.70 18.75 0.264
H -1.78 4.42 20.17 0.308
H -2.83 6.60 20.13 0.465
H -3.51 7.06 18.49 0.146
H -0.66 7.52 19.16 0.392
H -1.84 8.78 19.42 0.442
H -1.49 7.62 16.72 0.223
H 0.43 8.91 17.73 0.499
H -0.78 10.15 17.88 0.315
H 0.50 10.43 15.70 0.471
H -1.06 10.12 15.33 -0.288
H -0.19 9.59 13.29 -0.208
H 0.56 7.93 13.00 0.326
H 1.46 9.35 13.51 0.296
C -6.62 12.65 13.23 0.194
O -8.03 12.75 13.46 -0.462
C -8.67 11.51 13.85 -0.661
C -8.55 11.32 15.37 0.470
N -9.26 10.14 15.84 -0.403
C -8.86 9.68 17.16 0.009
C -9.85 8.62 17.70 -0.776
O -11.16 9.12 18.02 -0.367
C -11.29 10.24 18.96 -0.576
H -6.09 13.57 13.00 -0.150
H -6.42 11.92 12.44 0.428
H -6.15 12.29 14.15 -0.040
H -8.42 10.71 13.15 0.271
H -9.73 11.65 13.64 0.293
H -8.97 12.19 15.88 0.295
H -7.48 11.24 15.55 -0.469
H -10.21 10.48 15.87 0.304
H -8.72 10.48 17.88 0.128
H -7.92 9.14 17.14 0.174
H -9.42 8.13 18.57 0.378
H -9.91 7.81 16.97 0.369
H -11.11 9.99 20.01 0.269
H -12.28 10.68 18.86 0.250
H -10.52 10.96 18.68 0.215
C -5.29 13.02 17.40 -0.350
O -5.95 12.68 18.62 -0.439
C -5.86 11.29 18.91 -0.081
C -4.53 10.85 19.58 -0.423
N -4.51 11.02 21.02 -0.307
C -4.79 12.39 21.47 -0.310
C -4.66 12.43 22.99 -0.758
O -5.49 11.38 23.53 -0.277
C -5.10 11.08 24.86 -0.853
H -5.60 14.04 17.20 0.274
H -5.71 12.48 16.56 0.012
H -4.20 12.95 17.34 0.100
H -5.98 10.62 18.06 -0.260
H -6.74 11.20 19.54 0.647
H -3.71 11.46 19.20 0.234
H -4.42 9.79 19.35 0.002
H -5.23 10.38 21.34 0.306
H -5.82 12.61 21.21 0.282
H -3.96 13.05 21.21 0.230
H -4.86 13.46 23.27 0.421
H -3.60 12.28 23.23 0.384
H -5.36 11.84 25.60 0.310
H -4.05 10.81 24.98 0.348
H -5.59 10.19 25.24 0.277
O -3.52 13.52 10.45 -0.316
H -4.18 12.85 10.63 0.209
H -3.51 13.60 9.50 0.312
O -4.78 11.22 10.77 -0.721
H -5.13 10.42 10.39 0.333
H -4.34 10.94 11.57 0.331
O -1.08 12.13 10.42 -0.385
H -0.36 11.87 9.84 0.237
H -1.54 11.31 10.60 0.294
O -1.12 14.63 14.12 -0.410
H -0.80 14.05 14.81 0.315
H -1.37 15.43 14.58 0.294
O 0.68 13.52 12.07 -0.531
H 1.40 13.51 11.43 0.267
H 1.04 13.08 12.84 0.240
O -0.41 12.96 15.94 -0.781
H -1.22 12.46 15.81 0.189
H -0.24 12.88 16.88 0.368
O -5.05 9.35 14.36 -0.843
H -4.72 9.52 15.24 0.383
H -4.45 9.81 13.78 0.272
O -2.09 9.64 11.12 -0.722
H -2.50 9.92 11.95 0.203
H -1.76 8.76 11.30 0.308
O -3.95 10.09 16.70 -0.199
H -3.65 10.95 16.38 -0.027
H -3.14 9.60 16.84 0.271



Calculated molar mass (Da), listed in the same order as above: 594.75 985.33